No. 1
# C39H33N8O2PRhSe

A structure of composition C39H33N8O2PRhSe in a non-equilibrium geometry (ωB97M-V/def2-TZVPD, the OMol25 dataset).

Element x y z (Å)
Rh  0.370  -1.941  0.120
O  -1.175  -3.230  -0.225
C  -1.070  -4.502  -0.454
C  -2.206  -5.314  -0.268
C  -2.203  -6.667  -0.541
C  -1.036  -7.285  -1.022
C  0.101  -6.547  -1.201
C  0.151  -5.147  -0.921
C  1.356  -4.486  -1.089
N  1.576  -3.143  -0.849
N  2.771  -2.677  -1.148
C  2.972  -1.441  -0.692
O  2.093  -0.835  0.033
C  4.186  -0.732  -1.087
C  4.306  0.627  -0.776
C  5.409  1.348  -1.197
C  6.416  0.723  -1.922
C  6.316  -0.635  -2.209
C  5.212  -1.361  -1.800
H  -3.104  -4.823  0.085
H  -3.097  -7.257  -0.380
H  -1.040  -8.344  -1.252
H  1.004  -7.016  -1.574
H  2.226  -5.058  -1.395
H  3.511  1.095  -0.206
H  5.485  2.402  -0.961
H  7.274  1.290  -2.263
H  7.111  -1.124  -2.760
H  5.123  -2.413  -2.029
N  0.084  -0.343  4.056
C  1.350  -0.659  4.392
N  1.947  0.049  5.386
N  1.990  -1.686  3.906
C  1.485  -2.358  2.918
N  1.047  -2.978  2.039
H  -0.224  0.603  4.217
H  -0.240  -0.712  3.167
H  1.636  0.993  5.538
H  2.933  -0.119  5.485
N  -0.749  -0.471  0.747
P  -1.649  0.566  -0.007
C  -2.247  1.856  1.136
C  -1.959  3.212  1.030
C  -2.432  4.102  1.984
C  -3.185  3.646  3.054
C  -3.454  2.289  3.181
C  -2.985  1.401  2.229
C  -3.139  -0.275  -0.659
C  -3.537  -1.423  0.025
C  -4.590  -2.190  -0.446
C  -5.247  -1.829  -1.613
C  -4.848  -0.694  -2.304
C  -3.799  0.080  -1.832
C  -0.998  1.447  -1.473
C  -1.613  2.555  -2.056
C  -1.067  3.133  -3.190
C  0.101  2.624  -3.743
C  0.714  1.520  -3.171
C  0.158  0.930  -2.047
H  -1.350  3.582  0.219
H  -2.195  5.155  1.890
H  -3.556  4.345  3.793
H  -4.027  1.925  4.025
H  -3.178  0.339  2.326
H  -2.989  -1.730  0.905
H  -4.892  -3.080  0.091
H  -6.062  -2.433  -1.990
H  -5.354  -0.412  -3.219
H  -3.498  0.954  -2.392
H  -2.520  2.964  -1.628
H  -1.549  3.991  -3.642
H  0.530  3.092  -4.621
H  1.628  1.117  -3.589
H  0.626  0.065  -1.593
Se  1.326  1.694  1.817
C  1.246  3.438  1.111
C  1.075  4.561  1.930
C  0.986  5.813  1.350
N  1.052  6.041  0.038
C  1.227  4.971  -0.739
C  1.333  3.675  -0.266
H  1.013  4.442  3.003
H  0.851  6.696  1.970
H  1.285  5.169  -1.806
H  1.471  2.848  -0.948

Atoms 1-6, force components in eV/Å:
0.2566 -0.1310 -0.7642
-0.2396 0.0854 0.1118
-0.0993 -0.0919 0.0264
0.0379 0.0292 -0.0371
-0.1338 0.0554 0.0488
0.2301 -0.0289 -0.0826

Its net charge is -1. The value obtained for the maximum force is 0.0265 Eh/bohr. Its expectation value of S² is 6.05. As for the spin multiplicity: 5. Its energy above the lowest of the compared OMol25 structures with the same formula, charge and spin is 23.3 kcal/mol.



No. 2
# C39H34ClN3PbSSi2

A structure of composition C39H34ClN3PbSSi2 in a non-equilibrium geometry (ωB97M-V/def2-TZVPD, the OMol25 dataset).

Element x y z (Å)
C  -1.986  -0.893  1.014
C  -2.835  -0.909  -0.127
C  -2.228  -1.760  -1.116
H  -3.823  -0.461  -0.197
C  -0.952  -2.186  -0.586
C  -0.854  -1.694  0.743
H  -0.104  -1.999  1.467
H  -2.213  -0.446  1.975
H  -2.686  -2.132  -2.033
H  -0.258  -2.875  -1.068
Pb  -0.766  0.221  -1.576
Si  3.049  0.543  -4.898
C  2.274  2.198  -4.635
C  2.226  3.105  -5.699
H  2.862  2.968  -6.576
C  1.296  4.154  -5.691
H  1.276  4.866  -6.518
C  0.327  4.228  -4.690
H  -0.505  4.935  -4.778
C  0.429  3.386  -3.584
H  -0.360  3.408  -2.821
C  1.492  2.483  -3.493
H  1.652  1.920  -2.564
C  1.546  -0.600  -4.681
C  0.195  -0.163  -4.300
H  -0.046  0.903  -4.317
C  -0.899  -1.165  -4.306
H  -1.941  -0.856  -4.180
C  -0.553  -2.557  -4.247
H  -1.343  -3.301  -4.120
C  0.789  -2.899  -4.255
H  1.056  -3.939  -4.059
C  1.806  -1.968  -4.443
H  2.844  -2.288  -4.327
H  3.900  0.319  -3.484
Si  -0.111  -0.841  -5.969
C  0.305  -1.973  -7.438
C  -0.604  -2.020  -8.513
H  -1.495  -1.384  -8.491
C  -0.373  -2.845  -9.620
H  -1.096  -2.870  -10.441
C  0.780  -3.643  -9.660
H  0.938  -4.325  -10.495
C  1.734  -3.538  -8.641
H  2.650  -4.135  -8.675
C  1.513  -2.672  -7.564
H  2.305  -2.552  -6.824
C  -0.470  0.744  -6.971
C  -1.642  1.486  -6.867
H  -2.453  1.112  -6.237
C  -1.765  2.660  -7.609
H  -2.686  3.236  -7.542
C  -0.716  3.104  -8.418
H  -0.805  4.036  -8.973
C  0.444  2.337  -8.543
H  1.274  2.667  -9.163
C  0.548  1.139  -7.839
H  1.424  0.506  -7.986
H  4.376  0.537  -4.213
Cl  3.857  0.315  -6.753
N  1.899  0.735  2.950
C  1.080  1.642  3.590
C  1.063  2.107  4.898
C  0.056  3.029  5.234
C  -0.897  3.438  4.279
C  -0.884  2.926  2.973
C  0.104  1.998  2.622
N  0.332  1.284  1.458
C  1.444  0.543  1.684
C  2.129  -0.355  0.766
C  3.173  -1.184  1.108
S  3.695  -2.124  -0.245
C  2.485  -1.358  -1.196
N  1.734  -0.445  -0.571
H  2.733  0.300  3.343
H  1.807  1.746  5.612
H  0.006  3.435  6.247
H  -1.656  4.165  4.571
H  -1.605  3.212  2.208
H  3.596  -1.245  2.099
H  2.389  -1.582  -2.255

Atoms 1-6, force components in eV/Å:
-0.2341 -0.5854 -0.5142
0.1974 -0.8191 0.1458
-0.0177 0.2506 0.3788
0.2871 -0.0538 -0.0202
-0.4244 -0.1412 0.1372
-0.5225 0.1393 -0.3717

The value obtained for the maximum force is 0.1136 Eh/bohr. Its energy above the lowest of the compared OMol25 structures with the same formula, charge and spin is 52.5 kcal/mol.



> The lowest energy above the lowest of the compared OMol25 structures with the same formula, charge and spin belongs to which entry?

C39H33N8O2PRhSe



> The lowest maximum force belongs to which entry?

C39H33N8O2PRhSe



> The lowest maximum force belongs to which entry?

C39H33N8O2PRhSe